Below is a structure of composition C36H115AsF6O21 at a distorted geometry, with properties calculated with ωB97M-V with the def2-TZVPD basis set.

Computed properties:
HOMO level   -8.9 eV
Molar mass   1073.205 g mol⁻¹
F_max   2.960 eV Å⁻¹
Orbital gap   7.2 eV
Net charge   0

Geometry as XYZ:
```
179
Properties=species:S:1:pos:R:3:forces:R:3:lowdin_charge:R:1
O 6.00120 -7.94169 -11.64444 0.836 -0.958 -1.173 0.342
H 5.87399 -8.83507 -11.31688 -0.235 -0.577 0.078 0.179
H 5.91911 -7.30548 -10.93025 0.215 2.080 2.087 0.093
H 5.46009 -7.72023 -12.40586 -0.627 0.151 -0.379 0.178
As 6.05132 -2.36992 -8.48587 -2.375 0.226 1.283 1.010
F 5.56675 -0.86570 -7.56034 1.021 -1.851 -1.218 -0.270
F 4.70304 -3.25834 -7.56829 1.786 0.995 -1.381 -0.304
F 6.43093 -3.91806 -9.35811 -0.498 1.883 0.653 -0.269
F 7.33130 -1.55870 -9.39030 -1.264 -0.649 0.326 -0.233
F 7.19072 -2.83683 -7.19929 -0.826 0.505 -1.290 -0.247
F 4.90578 -1.84176 -9.76851 1.123 -1.032 1.231 -0.262
C 7.37850 -3.89974 -4.11678 -0.905 -0.368 1.357 -0.057
C 7.93582 -5.26971 -3.68229 -0.419 0.275 -0.562 -0.472
C 6.94643 -6.43674 -3.85210 -0.500 0.705 -0.307 -0.046
O 9.07085 -5.47632 -4.45434 1.011 -1.251 -0.465 -0.056
H 8.09465 -3.08639 -3.99979 0.324 -0.208 -0.069 0.080
H 6.56261 -3.66426 -3.43342 -0.316 0.229 -0.017 0.067
H 6.97669 -3.86986 -5.12958 0.175 -0.283 -0.023 0.060
H 8.25120 -5.30855 -2.63963 -0.155 0.540 0.360 0.129
H 6.05889 -6.29044 -3.23649 0.125 -0.019 0.441 0.069
H 7.36962 -7.41744 -3.63469 0.202 0.172 0.000 0.083
H 6.51171 -6.43505 -4.85166 0.374 -0.167 -0.314 0.043
H 9.31459 -4.67953 -4.93112 0.218 0.219 -0.329 0.032
C 10.57953 -7.93412 -10.00851 -0.877 -0.357 0.432 -0.073
C 11.52097 -7.52200 -11.07469 -0.427 0.860 -0.488 -0.527
C 12.90702 -7.94884 -10.74367 1.194 -0.018 -0.737 -0.054
O 11.04673 -8.12059 -12.28495 0.691 -0.768 -0.513 -0.047
H 10.83586 -7.68887 -8.97786 0.198 0.160 -0.103 0.091
H 10.57207 -9.01654 -10.13663 -0.401 -0.180 0.425 0.092
H 9.59505 -7.52515 -10.23578 -0.227 -0.104 0.170 0.059
H 11.52756 -6.44820 -11.26181 0.024 0.260 0.357 0.123
H 13.22506 -7.51901 -9.79383 -0.111 -0.025 0.021 0.089
H 13.58040 -7.56938 -11.51222 0.172 0.009 0.006 0.084
H 13.06702 -9.02679 -10.72055 -0.350 -0.099 0.125 0.088
H 10.31188 -7.64472 -12.67884 0.083 0.320 0.301 0.084
C 7.99542 -6.27299 -7.51274 0.241 -0.735 0.554 -0.032
C 7.23575 -7.13031 -8.48055 -1.693 0.499 0.213 -0.471
C 5.82234 -7.43829 -8.00504 0.225 -0.836 0.890 -0.050
O 7.00081 -6.37278 -9.65435 0.516 -0.848 -1.750 -0.096
H 7.38705 -5.46147 -7.11344 -0.093 0.118 -0.156 0.076
H 8.89101 -5.86421 -7.98060 0.083 -0.082 0.179 0.077
H 8.24138 -6.91513 -6.66701 0.415 0.314 0.169 0.091
H 7.74680 -8.06915 -8.69386 0.255 0.126 -0.321 0.135
H 5.91734 -7.98594 -7.06741 -0.488 -0.095 0.179 0.090
H 5.26493 -8.04363 -8.71985 0.113 -0.324 -0.101 0.064
H 5.19231 -6.55880 -7.87225 0.366 0.318 0.185 0.077
H 6.80513 -5.50572 -9.29169 -0.226 0.668 -0.528 0.030
C 10.14045 -4.20587 -9.95026 0.374 -0.241 -0.192 -0.049
C 10.90827 -3.18746 -10.80145 1.486 -0.446 1.899 -0.454
C 10.20492 -2.48483 -11.88452 -0.826 1.621 -1.136 -0.059
O 11.60385 -2.26726 -9.90692 -0.147 -0.847 -0.969 -0.066
H 10.82912 -4.72068 -9.28033 0.271 0.285 0.189 0.081
H 9.76175 -5.03339 -10.55017 -0.560 0.194 -0.225 0.060
H 9.36640 -3.76634 -9.32117 -0.271 0.101 -0.269 0.061
H 11.74052 -3.73082 -11.24890 0.049 -0.169 -0.164 0.130
H 9.37859 -1.83143 -11.60460 -0.494 -0.423 0.622 0.073
H 9.86002 -3.10698 -12.71040 0.066 -0.233 0.100 0.076
H 10.85263 -1.70986 -12.29438 0.535 -0.323 -0.248 0.084
H 10.92245 -1.79261 -9.42526 -0.436 0.493 0.354 0.018
C 3.75521 -0.78910 -12.63536 0.111 0.649 0.329 -0.079
C 3.38409 -2.21562 -13.05664 -0.866 2.565 -0.211 -0.454
C 1.88817 -2.44522 -12.76867 0.809 -0.687 -0.130 -0.052
O 3.62418 -2.25552 -14.47090 0.430 -1.183 0.131 -0.061
H 3.43770 -0.55198 -11.61995 0.496 -0.281 0.302 0.056
H 3.29017 0.01516 -13.20546 -0.733 -0.445 -0.565 0.071
H 4.79638 -0.52911 -12.82638 0.308 -0.492 0.535 0.083
H 4.04274 -2.90652 -12.53039 -0.121 -0.255 -0.371 0.102
H 1.29717 -1.65883 -13.23814 -0.018 -0.054 -0.163 0.083
H 1.62855 -2.45340 -11.71008 0.242 0.011 0.073 0.068
H 1.65993 -3.42390 -13.19083 -0.470 0.019 -0.020 0.078
H 2.87591 -1.86964 -14.93220 -0.106 0.102 0.121 0.082
C 1.16016 -2.55204 -8.10491 -0.897 0.752 1.511 -0.014
C -0.30236 -2.16078 -7.61666 0.592 -1.415 -0.610 -0.465
C -0.90009 -3.30686 -6.80098 0.337 -0.726 -0.859 -0.059
O -0.25796 -1.03107 -6.80218 0.929 1.114 0.733 -0.057
H 1.29860 -3.46301 -8.68722 -0.657 0.230 -0.394 0.062
H 1.68680 -2.78992 -7.18071 0.259 0.179 0.186 0.066
H 1.67931 -1.69791 -8.53970 -0.093 -0.114 -0.250 0.064
H -0.95372 -1.85021 -8.43360 0.006 -0.723 -0.567 0.132
H -0.84584 -4.20371 -7.41810 -0.416 -0.179 -0.168 0.069
H -1.93449 -3.14515 -6.49771 0.034 0.088 0.012 0.079
H -0.28847 -3.57794 -5.94044 0.044 0.517 0.197 0.079
H -1.16473 -0.83555 -6.55496 0.008 0.232 0.155 0.105
C 9.73067 3.39754 -10.15578 0.356 -0.711 0.614 -0.061
C 9.56712 3.11513 -11.63762 -0.936 -0.644 0.962 -0.484
C 9.35261 1.62951 -11.98070 1.523 0.144 0.439 -0.040
O 8.38947 3.78507 -11.95927 -0.290 1.567 -1.850 -0.063
H 10.61961 2.91629 -9.74799 0.077 0.017 0.240 0.071
H 8.84600 3.03111 -9.63504 -0.013 -0.325 0.120 0.052
H 9.73879 4.46002 -9.91256 0.292 0.079 -0.428 0.087
H 10.45074 3.52250 -12.12891 -0.352 0.173 -0.619 0.136
H 10.26930 1.11364 -11.69491 0.000 -0.434 0.337 0.070
H 9.27251 1.40406 -13.04412 -0.417 0.453 -0.046 0.078
H 8.51075 1.22544 -11.41849 -0.043 -0.022 -0.064 0.068
H 7.65233 3.40263 -11.47764 -0.207 -0.322 0.309 0.038
C 8.86460 0.25964 -6.65686 0.542 0.140 1.121 -0.027
C 9.74734 0.28037 -7.90265 -1.236 0.429 1.002 -0.490
C 11.22688 0.46027 -7.67142 0.026 0.356 0.374 -0.026
O 9.60492 -0.92634 -8.53468 0.929 -2.589 -1.095 -0.077
H 9.25770 -0.46538 -5.94417 0.286 -0.309 0.006 0.072
H 7.82907 -0.05746 -6.78027 -0.029 0.255 -0.630 0.047
H 8.88326 1.19323 -6.09459 -0.137 0.312 -0.246 0.086
H 9.37894 1.04060 -8.59142 0.123 0.526 0.129 0.112
H 11.60700 0.75713 -8.64892 0.628 0.379 0.398 0.084
H 11.78494 -0.41312 -7.33401 -0.510 -0.434 -0.373 0.062
H 11.38706 1.13622 -6.83147 0.150 0.754 -0.540 0.090
H 8.71427 -1.18698 -8.78046 -0.063 0.528 0.165 0.022
C 5.80224 -0.69361 -4.57270 0.907 -1.030 1.471 -0.075
O 5.54412 -0.24708 -3.19095 -0.707 0.829 -0.949 -0.148
H 5.03802 -1.41244 -4.86825 0.049 0.054 -0.060 0.077
H 5.90740 0.08479 -5.32844 -0.266 0.354 0.578 0.065
H 6.76717 -1.18053 -4.43163 -0.040 -0.282 -0.988 0.070
H 6.10512 -0.70687 -2.56207 0.165 -0.054 -0.289 0.098
C 6.99527 -3.91647 -12.70180 -0.236 0.138 0.323 -0.174
O 7.58491 -4.22524 -13.93754 0.139 -0.178 -0.505 -0.108
H 7.67048 -4.33697 -11.95657 -0.295 0.194 0.232 0.069
H 6.82722 -2.85319 -12.53060 0.530 0.283 -0.001 0.083
H 5.98596 -4.31530 -12.60018 -0.128 -0.617 0.046 0.054
H 7.02512 -3.92897 -14.65897 -0.071 0.154 -0.005 0.080
C 3.88188 -5.04476 -4.64051 -0.481 -0.046 0.719 -0.139
O 3.23371 -6.23406 -4.08071 0.634 0.821 -1.053 -0.125
H 4.71048 -5.33050 -5.28847 -0.141 -0.269 0.263 0.055
H 3.24719 -4.37569 -5.22155 -0.597 -0.435 -0.247 0.061
H 4.23848 -4.38338 -3.85088 0.390 -0.267 0.197 0.063
H 2.70180 -6.00138 -3.31618 0.064 0.291 -0.032 0.070
C 11.32415 -2.90432 -6.25504 0.327 -0.240 -0.233 -0.123
O 10.12314 -3.64767 -6.33496 -0.350 -0.137 0.011 -0.136
H 11.83002 -2.83905 -7.21834 -0.002 -0.168 -0.179 0.073
H 11.16285 -1.87413 -5.93754 -0.052 -0.116 0.426 0.061
H 11.95306 -3.48185 -5.57754 0.106 0.409 0.149 0.091
H 9.59661 -3.33638 -7.07487 -0.122 0.259 -0.094 0.046
C 3.57702 -5.07849 -10.34162 -1.234 -0.026 0.461 -0.121
O 3.61156 -6.50432 -10.56098 1.044 0.658 -0.459 -0.142
H 2.57447 -4.71243 -10.56299 -0.086 0.110 -0.799 0.068
H 3.61089 -4.79107 -9.29075 0.896 -0.317 0.231 0.062
H 4.32203 -4.53457 -10.92231 0.009 -0.391 0.098 0.056
H 3.00545 -6.89419 -9.92676 -0.391 -0.213 0.380 0.024
C 1.89733 -7.24002 -7.14878 0.574 0.159 -0.125 -0.103
O 1.76123 -7.43733 -8.57936 -0.392 0.158 0.950 -0.134
H 1.38563 -6.34312 -6.79974 -0.032 0.158 -0.209 0.074
H 1.49482 -8.07940 -6.58175 0.188 -0.161 -0.116 0.086
H 2.96150 -7.10964 -6.95223 -0.137 -0.165 0.133 0.066
H 0.80686 -7.45621 -8.68136 -0.080 -0.096 -0.652 0.083
C 2.31385 -1.42158 -3.26865 -0.235 0.903 -0.294 -0.159
O 2.82146 -0.28326 -2.58085 -0.516 -0.641 0.291 -0.123
H 2.76435 -2.38409 -3.02632 0.261 0.006 0.354 0.061
H 1.24599 -1.47006 -3.05550 0.038 -0.080 -0.005 0.078
H 2.43526 -1.24899 -4.33803 -0.123 -0.246 -0.307 0.063
H 3.77430 -0.27000 -2.69712 0.451 0.087 -0.088 0.013
C 2.91952 0.93041 -7.37288 -1.220 0.265 -0.089 -0.156
O 1.53701 1.27260 -7.22653 0.270 0.271 -0.051 -0.128
H 3.43549 1.87843 -7.52499 0.265 -0.216 0.106 0.072
H 3.25295 0.40574 -6.47754 0.425 -0.019 -0.094 0.069
H 3.00063 0.30568 -8.26239 0.605 -0.166 0.048 0.054
H 1.04757 0.44721 -7.19852 -0.373 -0.168 0.197 0.018
C 5.92233 1.47124 -9.78203 -0.143 -0.277 0.202 -0.148
O 6.18511 2.68748 -10.46243 0.552 -0.264 0.120 -0.116
H 5.45900 0.73615 -10.44010 -0.349 0.004 -0.011 0.067
H 6.81440 0.96574 -9.41221 0.430 0.521 -0.176 0.061
H 5.31993 1.66840 -8.89528 -0.243 -0.197 -0.060 0.061
H 5.33902 3.12394 -10.58584 -0.307 0.263 -0.132 0.055
C 4.37340 2.91200 -4.52360 -0.344 0.350 1.173 -0.117
O 5.69090 2.48791 -4.20223 0.262 -0.156 -0.785 -0.136
H 3.64951 2.10336 -4.42266 -0.026 -0.042 -0.082 0.080
H 4.17052 3.65806 -3.75526 -0.651 0.210 -0.220 0.086
H 4.26124 3.37929 -5.50195 0.423 -0.158 -0.113 0.074
H 5.64785 1.59516 -3.85188 0.109 -0.141 0.265 0.031
C 2.65504 2.25222 -10.76435 -0.786 -1.206 -0.502 -0.157
O 3.30821 3.47693 -10.77400 0.759 0.900 0.322 -0.100
H 1.59857 2.41779 -10.55330 -0.096 -0.412 0.134 0.094
H 2.76601 1.75952 -11.73028 -0.229 -0.010 -0.277 0.064
H 3.06971 1.53157 -10.05950 0.101 0.513 0.332 0.051
H 2.67661 4.11053 -11.12219 0.312 0.237 0.018 0.093
C 6.74760 3.84579 -7.37171 0.580 -0.596 0.777 -0.144
O 7.08476 4.07155 -5.99217 0.088 0.833 -1.165 -0.126
H 6.90264 2.78424 -7.56447 -0.216 -0.161 -0.328 0.055
H 5.73063 4.12946 -7.64267 -0.197 0.062 0.147 0.073
H 7.43076 4.37211 -8.03834 0.052 0.228 0.323 0.073
H 6.59606 3.45400 -5.44317 -0.052 -0.351 0.230 0.004
```
Forces are in eV/Å.